DFT (ωB97M-V/def2-TZVPD) results for the ion C4H11N2O with charge +1.

For the LUMO energy, the calculation gives -0.1142 Ha. The SMILES is [NH3+]CCNCC=O. Its total charge is +1. The highest occupied orbital energy comes out at -13.7 eV. For the strongest force on any atom, the calculation gives 1.9 eV/A. The orbital gap is 10.605 eV.

Last column: Löwdin charge in e.
Geometry (Å):
N1 0.37609 -1.63452 1.00264  0.18
C1 -0.70010 -1.34265 -0.02650  -0.13
C2 -0.10850 -0.94696 -1.35696  -0.18
N2 0.57950 0.32551 -1.15511  -0.05
C3 -0.21809 1.43911 -0.72101  -0.18
C4 -0.24339 1.67711 0.77880  -0.16
O1 0.23881 0.89694 1.57237  0.04
H1 1.29011 -2.00859 0.71685  0.18
H2 0.51884 -0.65599 1.36568  0.09
H3 0.03455 -2.12614 1.81564  0.16
H4 -1.28300 -0.52420 0.38708  0.11
H5 -1.39175 -2.18710 0.01946  0.14
H6 0.53159 -1.75204 -1.64275  0.12
H7 -0.92065 -0.81874 -2.07707  0.13
H8 1.02744 0.51732 -2.04292  0.13
H9 -1.25101 1.41990 -1.11103  0.14
H10 0.12553 2.41202 -1.07696  0.14
H11 -0.61298 2.67370 1.06428  0.14

---

DFT (ωB97M-V/def2-TZVPD) results for a structure of composition C4H11N2O.

For the LUMO energy, the calculation gives -0.2920 Ha. Its total charge is +1. The highest occupied orbital energy comes out at -14.5 eV. For the strongest force on any atom, the calculation gives 5.5 eV/A. The orbital gap is 6.586 eV.

Last column: Löwdin charge in e.
Geometry (Å):
N1 -0.18511 -0.27310 1.38328  0.07
C1 -0.69679 -0.12114 0.03067  -0.35
C2 -0.00164 -1.06364 -0.87570  0.22
C3 1.09753 -1.84474 -0.33845  -0.19
O1 2.19968 -1.01086 0.04594  0.01
C4 -0.68153 1.35214 -0.50345  -0.22
N2 -1.25392 2.21689 0.69141  0.04
H1 2.14033 -0.26379 -0.56448  0.10
H2 -0.70916 0.28654 2.04638  0.10
H3 0.80613 -0.06468 1.44802  0.09
H4 -1.73394 -0.49543 0.10463  0.20
H5 1.43022 -2.59338 -1.07800  0.15
H6 -0.59278 -1.56026 -1.64724  0.16
H7 0.81999 -2.50492 0.50361  0.19
H8 -1.43564 1.30949 -1.30111  0.12
H9 0.26134 1.60124 -1.01424  0.12
H10 -1.27637 3.16818 0.32226  0.07
H11 -0.18837 1.86145 0.74647  0.09

---

DFT (ωB97M-V/def2-TZVPD) results for the ion C4H11N2O with charge +1.

For the LUMO energy, the calculation gives -0.1286 Ha. The SMILES is CN(C)C(=O)C[NH3+]. Its total charge is +1. The highest occupied orbital energy comes out at -13.9 eV. For the strongest force on any atom, the calculation gives 2.3 eV/A. The orbital gap is 10.360 eV.

Last column: Löwdin charge in e.
Geometry (Å):
C1 -1.61725 0.74688 1.24410  -0.01
N1 -1.11538 0.07214 0.05189  -0.13
C2 -2.06110 -0.86357 -0.58741  0.00
C3 0.15477 -0.09121 -0.30259  -0.44
O1 0.61786 -1.05445 -0.92730  0.05
C4 1.20334 0.69877 0.46961  -0.04
N2 2.53278 0.34266 -0.15458  0.19
H1 -2.55412 1.22409 0.96739  0.10
H2 -1.74497 0.08476 2.09367  0.11
H3 -0.93615 1.55311 1.53231  0.09
H4 -3.07291 -0.44476 -0.57799  0.10
H5 -1.72887 -1.08847 -1.59033  0.10
H6 -2.17035 -1.73535 0.05990  0.11
H7 1.05565 1.77586 0.44076  0.14
H8 1.19744 0.30186 1.48548  0.15
H9 2.15893 -0.34032 -0.87747  0.14
H10 3.10405 -0.15219 0.52403  0.17
H11 3.11567 1.09393 -0.52474  0.18

---

DFT (ωB97M-V/def2-TZVPD) results for the ion C4H11N2O with charge +1.

For the LUMO energy, the calculation gives -0.1334 Ha. The SMILES is CNCC/[NH+]=C/O. Its total charge is +1. The highest occupied orbital energy comes out at -13.2 eV. For the strongest force on any atom, the calculation gives 3.2 eV/A. The orbital gap is 9.554 eV.

Last column: Löwdin charge in e.
Geometry (Å):
C1 -1.59566 -1.27970 0.46749  -0.12
N1 -0.83458 -0.35050 -0.31816  -0.18
C2 -0.70313 1.00841 0.24306  -0.17
C3 0.69876 1.69509 0.22242  -0.06
N2 1.79217 0.67712 0.25287  0.10
C4 1.93900 -0.35169 -0.47103  -0.13
O1 2.97415 -1.17157 -0.27573  0.13
H1 -0.97897 -1.96398 0.97136  0.06
H2 -2.22194 -0.74894 1.18288  0.08
H3 -2.29216 -1.94930 -0.12207  0.11
H4 -1.19898 -0.29854 -1.31948  0.16
H5 -1.02110 0.88286 1.31409  0.13
H6 -1.50458 1.60430 -0.15626  0.12
H7 0.97994 2.25096 -0.67232  0.13
H8 0.75106 2.25412 1.11862  0.12
H9 2.44659 0.80268 1.03152  0.19
H10 0.99720 -0.54327 -1.00993  0.14
H11 3.10241 -2.06048 -0.75507  0.20

---

DFT (ωB97M-V/def2-TZVPD) results for the ion C4H11N2O with charge +1.

For the LUMO energy, the calculation gives -0.1581 Ha. The SMILES is NCC[C@@H]([NH3+])C=O. Its total charge is +1. The highest occupied orbital energy comes out at -14.7 eV. For the strongest force on any atom, the calculation gives 5.6 eV/A. The orbital gap is 10.363 eV.

Last column: Löwdin charge in e.
Geometry (Å):
N1 1.31060 -0.63795 -1.57970  -0.06
C1 1.24409 -1.32145 -0.23161  -0.22
C2 0.07255 -0.83091 0.82130  -0.09
C3 -0.25502 0.69164 0.58020  -0.21
N2 -0.98701 0.84291 -0.76478  0.22
C4 -1.44504 1.20859 1.46239  -0.10
O1 -2.04259 2.26039 1.03107  0.02
H1 2.14460 -1.03742 -2.08681  0.10
H2 1.89272 0.28790 -1.35969  0.13
H3 1.16571 -2.44281 -0.28892  0.13
H4 2.19702 -1.19103 0.21667  0.08
H5 -0.85669 -1.45798 0.66191  0.13
H6 0.30835 -0.92015 1.87545  0.11
H7 0.56368 1.41329 0.66121  0.17
H8 -0.38348 0.48165 -1.54360  0.14
H9 -1.83584 0.32373 -0.80487  0.16
H10 -1.13351 1.78779 -0.87286  0.11
H11 -1.96017 0.54180 2.22265  0.16

---

DFT (ωB97M-V/def2-TZVPD) results for the ion C4H11N2O with charge +1.

For the LUMO energy, the calculation gives -0.1329 Ha. The SMILES is CN(C)C(=O)C[NH3+]. Its total charge is +1. The highest occupied orbital energy comes out at -13.5 eV. For the strongest force on any atom, the calculation gives 1.3 eV/A. The orbital gap is 9.896 eV.

Last column: Löwdin charge in e.
Geometry (Å):
C1 -1.03274 1.29455 1.07429  -0.02
N1 -0.96104 0.05554 0.30013  -0.14
C2 -2.22251 -0.67757 0.06838  0.01
C3 0.05598 -0.18938 -0.53643  -0.46
O1 -0.02309 -0.63690 -1.66961  0.08
C4 1.46233 0.19659 -0.05687  -0.03
N2 2.37157 -0.75092 -0.81145  0.20
H1 -0.23947 1.98715 0.81528  0.09
H2 -1.96509 1.79629 0.82752  0.10
H3 -1.01788 1.09878 2.14737  0.10
H4 -2.06097 -1.72083 0.31967  0.10
H5 -2.92961 -0.28225 0.78543  0.09
H6 -2.48733 -0.58491 -0.97904  0.10
H7 1.72114 1.22472 -0.30110  0.14
H8 1.64161 0.03321 1.00224  0.14
H9 1.80424 -1.06846 -1.62169  0.15
H10 2.68225 -1.51279 -0.21279  0.17
H11 3.20061 -0.26281 -1.15131  0.17

---

DFT (ωB97M-V/def2-TZVPD) results for a cluster of 2 separate species, C4H11N2S in total.

For the LUMO energy, the calculation gives 0.1502 Ha. Its total charge is -1. The highest occupied orbital energy comes out at -2.9 eV. For the strongest force on any atom, the calculation gives 0.6 eV/A. The orbital gap is 6.950 eV.

Last column: Löwdin charge in e.
Geometry (Å):
C1 -2.36650 -0.94271 -1.03421  -0.17
C2 -2.44099 0.55608 -1.22653  -0.40
C3 -1.06305 1.21358 -1.38785  -0.75
S1 -0.06901 1.10718 0.14208  0.25
H1 -1.92145 -1.44456 -1.89971  0.06
H2 -3.36350 -1.37421 -0.88277  0.05
H3 -1.76759 -1.20765 -0.16337  0.03
H4 -3.10097 0.77945 -2.07609  0.09
H5 -2.90060 1.01924 -0.34984  0.08
H6 -1.20401 2.27436 -1.61500  0.02
H7 -0.54239 0.77739 -2.24606  0.04
N1 2.78986 -0.33597 0.76378  0.04
C4 3.01076 -0.19613 2.09316  -0.43
N2 3.72356 -1.00376 2.78571  0.01
H8 1.88348 0.03223 0.41380  -0.09
H9 3.03770 -1.25874 0.42855  0.08
H10 2.52608 0.69110 2.50828  0.11
H11 3.76861 -0.68687 3.74607  0.00

---

DFT (ωB97M-V/def2-TZVPD) results for a cluster of 2 separate species, C4H11N2S in total.

For the LUMO energy, the calculation gives 0.1485 Ha. Its total charge is -1. The highest occupied orbital energy comes out at -2.7 eV. For the strongest force on any atom, the calculation gives 2.6 eV/A. The orbital gap is 6.733 eV.

Last column: Löwdin charge in e.
Geometry (Å):
C1 0.79853 -2.38919 -1.09630  -0.25
C2 -1.47105 -2.76278 -1.14429  -0.12
N1 -0.32062 -3.30876 -1.01047  -0.11
H1 0.75880 -1.48349 -0.48780  -0.05
H2 1.00385 -2.10200 -2.17191  0.09
H3 1.63398 -2.93681 -0.68504  0.04
H4 -2.38212 -3.35567 -1.19471  0.04
H5 -1.53974 -1.65002 -1.29492  -0.01
C3 0.73116 2.24446 1.27951  -0.40
C4 -0.16992 1.04513 1.07000  -0.74
S1 -0.42070 0.51524 -0.65655  0.31
N2 0.26248 3.41521 0.45371  -0.06
H6 1.77888 2.02399 1.04929  0.08
H7 0.76559 2.46081 2.37967  0.09
H8 -1.14265 1.31992 1.50509  0.03
H9 0.21988 0.25000 1.70658  0.04
H10 -0.70382 3.70557 0.74192  0.06
H11 0.19747 3.00839 -0.44378  -0.05

---

DFT (ωB97M-V/def2-TZVPD) results for the ion C4H11N2S with charge -1.

For the LUMO energy, the calculation gives 0.1296 Ha. The SMILES is CNC[C@@H](N)C[S-]. Its total charge is -1. The highest occupied orbital energy comes out at -2.5 eV. For the strongest force on any atom, the calculation gives 5.5 eV/A. The orbital gap is 6.034 eV.

Last column: Löwdin charge in e.
Geometry (Å):
C1 3.16879 0.38288 1.70547  -0.18
N1 2.36102 0.43370 0.46273  -0.15
C2 0.89506 0.47920 0.81667  -0.25
C3 -0.08492 0.09536 -0.32115  -0.48
N2 0.40143 -1.08016 -1.18615  -0.03
C4 -1.47274 -0.47242 0.20422  -0.71
S1 -2.87882 0.16670 -0.94500  -0.03
H1 2.96494 -0.46939 2.27330  0.03
H2 4.30115 0.21147 1.31500  0.11
H3 3.34152 1.20970 2.35363  0.04
H4 2.43139 -0.42851 -0.20158  0.11
H5 0.68314 1.52238 1.09723  0.11
H6 0.72490 -0.29910 1.59388  0.10
H7 -0.13156 1.10798 -0.87164  0.12
H8 0.94380 -0.69660 -1.96908  0.05
H9 -0.46368 -1.60413 -1.53288  0.07
H10 -1.56061 -0.03409 1.28685  0.05
H11 -1.54814 -1.57189 0.40780  0.04

---

DFT (ωB97M-V/def2-TZVPD) results for the ion C4H11N2S with charge -1.

For the LUMO energy, the calculation gives 0.1431 Ha. The SMILES is NCNCCC[S-]. Its total charge is -1. The highest occupied orbital energy comes out at -2.4 eV. For the strongest force on any atom, the calculation gives 5.2 eV/A. The orbital gap is 6.274 eV.

Last column: Löwdin charge in e.
Geometry (Å):
N1 2.23633 1.85800 0.08499  -0.06
C1 1.74706 0.44554 -0.03154  -0.27
N2 1.21219 0.10056 -1.48141  -0.08
C2 -0.15617 0.55869 -1.68211  -0.25
C3 -1.09478 0.44726 -0.35997  -0.30
C4 -1.16395 -1.01454 0.00005  -0.87
S1 -1.47906 -1.29384 1.72169  0.11
H1 1.43082 2.55404 0.03077  0.07
H2 2.54016 1.98403 1.10632  0.08
H3 1.02769 0.20146 0.79667  0.08
H4 2.71629 -0.13344 0.02439  0.11
H5 1.17022 -0.89840 -1.41106  0.06
H6 -0.60439 0.06632 -2.62047  0.13
H7 -0.07417 1.50127 -1.95719  0.02
H8 -0.60849 1.02524 0.34628  0.02
H9 -2.03287 0.99561 -0.66478  0.11
H10 -0.21540 -1.22442 -0.37743  -0.02
H11 -1.81761 -1.70190 -0.60422  0.06

---

DFT (ωB97M-V/def2-TZVPD) results for the ion C4H11N2S with charge +1.

For the LUMO energy, the calculation gives -0.1012 Ha. Its total charge is +1. The highest occupied orbital energy comes out at -13.0 eV. For the strongest force on any atom, the calculation gives 4.4 eV/A. The orbital gap is 10.252 eV.

Last column: Löwdin charge in e.
Geometry (Å):
C1 -2.68494 -0.11378 -0.38231  -0.11
C2 -1.27218 -0.52856 0.20971  -0.23
C3 2.12518 1.34707 -0.08542  -0.24
C4 2.20057 -1.36540 -0.48010  -0.23
N1 -0.15734 0.02302 -0.41896  -0.32
N2 -2.50369 0.66610 0.82132  0.01
S1 1.21825 -0.13437 0.49537  0.98
H1 -2.73513 0.45876 -1.25247  0.11
H2 -3.39683 -0.90616 -0.18740  0.12
H3 -1.26514 -1.32058 1.09152  0.17
H4 2.74411 1.69213 0.76073  0.06
H5 1.37875 2.20728 -0.13350  0.08
H6 2.67861 1.05174 -0.99616  0.06
H7 1.43216 -1.75805 -1.25396  0.09
H8 2.49616 -2.31337 0.10458  0.08
H9 3.10958 -0.91830 -0.76825  0.02
H10 -2.95840 0.15084 1.64797  0.16
H11 -2.40973 1.76164 0.82733  0.20

---

DFT (ωB97M-V/def2-TZVPD) results for a structure of composition C4H11N2S.

For the LUMO energy, the calculation gives -0.1264 Ha. Its total charge is +1. The highest occupied orbital energy comes out at -13.4 eV. For the strongest force on any atom, the calculation gives 4.5 eV/A. The orbital gap is 9.998 eV.

Last column: Löwdin charge in e.
Geometry (Å):
C1 -0.01776 0.72358 0.27151  -0.24
C2 0.23123 3.00671 -0.73664  -0.12
C3 0.88910 1.98963 0.11141  -0.22
C4 -0.72379 -1.91615 0.35884  -0.63
N1 0.48119 -0.39471 0.33389  0.09
N2 0.37611 -2.83656 0.45642  0.08
S1 -1.56931 -1.80248 -1.15292  0.82
H1 -1.13166 0.83966 0.23329  0.14
H2 -0.61851 2.62088 -1.40982  0.12
H3 -0.26063 3.74796 -0.14776  0.07
H4 1.03745 3.56460 -1.10172  0.06
H5 1.03775 2.26041 1.19816  0.13
H6 1.89868 1.69212 -0.37782  0.14
H7 -1.30792 -1.82249 1.30777  0.12
H8 1.35989 -2.43357 0.19777  0.19
H9 0.30431 -3.72654 -0.11441  0.19
H10 0.68260 -2.98476 1.42013  0.16
H11 -2.66874 -2.52828 -0.84810  -0.10